No. 1
A cluster of 6 separate species, C42H89N8O8S in total. Source: OMol25; level of theory: the ωB97M-V functional and the def2-TZVPD basis.

Last columns: bonded neighbours and bond lengths (Å).
Atoms and positions in Å:
1 C -7.89 -1.00 1.47  C2 1.316, H35 1.142
2 C -6.74 -0.80 2.07  C1 1.316, C3 1.627
3 C -5.30 -0.61 2.80  C2 1.627, C4 1.620, H36 1.153, H37 1.159
4 C -4.23 -1.46 1.92  C3 1.620, C5 1.618, H38 1.168, H39 1.148
5 C -3.21 -0.53 1.08  C4 1.618, C6 1.615, H40 1.169, H41 1.150
6 C -3.45 -0.51 -0.52  C5 1.615, C7 1.619, C32 1.618, H42 1.161
7 C -2.86 0.87 -1.14  C6 1.619, C8 1.642, H43 1.167, H44 1.148
8 C -1.32 0.74 -1.68  C7 1.642, S9 1.899, N10 1.504, H45 1.153
9 S -0.51 2.39 -1.19  C8 1.899, H46 1.392
10 N -0.54 -0.36 -1.02  C8 1.504, C11 1.510, C23 1.527, H47 1.051
11 C 0.94 -0.37 -1.32  N10 1.510, C12 1.615, H48 1.168, H49 1.166
12 C 1.34 -0.10 -2.86  C11 1.615, C13 1.645, H50 1.148, H51 1.168
13 C 2.25 1.26 -3.00  C12 1.645, C14 1.612, H52 1.168, H53 1.157
14 C 3.69 1.01 -3.67  C13 1.612, C15 1.628, H54 1.149, H55 1.167
15 C 4.87 0.65 -2.60  C14 1.628, C16 1.627, H56 1.166, H57 1.154
16 C 5.97 1.83 -2.43  C15 1.627, C17 1.644, H58 1.167, H59 1.151
17 C 5.77 2.70 -1.05  C16 1.644, C18 1.637, H60 1.150, H61 1.166
18 C 6.31 4.22 -1.30  C17 1.637, C19 1.625, H62 1.153, H63 1.151
19 C 7.30 4.76 -0.12  C18 1.625, C20 1.623, H64 1.165, H65 1.149
20 C 6.55 5.72 0.94  C19 1.623, O21 1.473, H66 1.152, H67 1.165
21 O 7.02 5.37 2.29  C20 1.473, C22 1.467
22 C 6.34 4.15 2.75  O21 1.467, H68 1.164, H69 1.152, H70 1.165
23 C -1.14 -1.75 -1.24  N10 1.527, O24 1.476, C32 1.619, H71 1.152
24 O -0.81 -2.48 0.00  C23 1.476, C25 1.456
25 C -0.22 -3.77 -0.30  O24 1.456, C26 1.636, H72 1.150, H73 1.149
26 C -0.43 -4.73 1.02  C25 1.636, N27 1.497, H74 1.165, H75 1.161
27 N -1.83 -5.24 1.15  C26 1.497, C28 1.522, H76 1.033
28 C -2.06 -5.61 2.61  N27 1.522, C29 1.643, H77 1.166, H78 1.169
29 C -3.52 -6.34 2.80  C28 1.643, C30 1.632, O31 1.469, H79 1.166
30 C -4.63 -5.77 1.75  C29 1.632, H80 1.156, H81 1.160, H82 1.161
31 O -3.98 -6.02 4.16  C29 1.469, H83 0.998
32 C -2.76 -1.73 -1.33  C6 1.618, C23 1.619, C33 1.629, H84 1.171
33 C -3.45 -3.16 -0.96  C32 1.629, N34 1.525, H85 1.148, H86 1.166
34 N -4.91 -3.23 -1.38  C33 1.525, H87 1.039, H88 1.034
35 H -8.98 -1.05 1.11  C1 1.142
36 H -5.03 0.50 2.93  C3 1.153
37 H -5.39 -1.15 3.82  C3 1.159
38 H -3.59 -2.07 2.68  C4 1.168
39 H -4.78 -2.20 1.25  C4 1.148
40 H -3.39 0.57 1.44  C5 1.169
41 H -2.14 -0.80 1.41  C5 1.150
42 H -4.59 -0.56 -0.74  C6 1.161
43 H -3.52 1.21 -2.04  C7 1.167
44 H -2.92 1.71 -0.36  C7 1.148
45 H -1.41 0.65 -2.83  C8 1.153
46 H 0.33 2.09 -0.12  S9 1.392
47 H -0.63 -0.20 0.01  N10 1.051
48 H 1.31 -1.45 -1.07  C11 1.168
49 H 1.52 0.31 -0.57  C11 1.166
50 H 0.47 -0.14 -3.61  C12 1.148
51 H 2.07 -0.96 -3.18  C12 1.168
52 H 2.45 1.71 -1.94  C13 1.168
53 H 1.62 2.06 -3.54  C13 1.157
54 H 3.66 0.24 -4.51  C14 1.149
55 H 4.01 2.02 -4.15  C14 1.167
56 H 5.43 -0.26 -3.06  C15 1.166
57 H 4.46 0.33 -1.57  C15 1.154
58 H 7.03 1.34 -2.31  C16 1.167
59 H 6.04 2.54 -3.32  C16 1.151
60 H 4.68 2.67 -0.68  C17 1.150
61 H 6.43 2.28 -0.19  C17 1.166
62 H 5.42 4.95 -1.34  C18 1.153
63 H 6.89 4.30 -2.29  C18 1.151
64 H 8.10 5.42 -0.65  C19 1.165
65 H 7.84 3.88 0.39  C19 1.149
66 H 5.40 5.68 0.84  C20 1.152
67 H 6.84 6.84 0.78  C20 1.165
68 H 7.10 3.29 2.97  C22 1.164
69 H 5.60 3.77 1.96  C22 1.152
70 H 5.81 4.45 3.75  C22 1.165
71 H -0.68 -2.28 -2.15  C23 1.152
72 H 0.90 -3.75 -0.57  C25 1.150
73 H -0.83 -4.26 -1.14  C25 1.149
74 H -0.19 -4.16 2.01  C26 1.165
75 H 0.28 -5.65 0.96  C26 1.161
76 H -1.99 -6.11 0.62  N27 1.033
77 H -2.05 -4.64 3.27  C28 1.166
78 H -1.21 -6.33 2.96  C28 1.169
79 H -3.43 -7.50 2.70  C29 1.166
80 H -4.81 -4.64 1.92  C30 1.156
81 H -4.33 -6.00 0.65  C30 1.160
82 H -5.61 -6.37 1.94  C30 1.161
83 H -4.45 -5.14 4.10  O31 0.998
84 H -3.02 -1.56 -2.46  C32 1.171
85 H -3.30 -3.35 0.17  C33 1.148
86 H -2.94 -4.05 -1.52  C33 1.166
87 H -5.46 -3.28 -0.50  N34 1.039
88 H -5.12 -2.34 -1.87  N34 1.034
89 C 7.78 2.63 6.49  O90 1.219, N91 1.367, H94 1.102
90 O 6.92 2.43 5.65  C89 1.219
91 N 8.30 3.85 6.81  C89 1.367, C92 1.449, C93 1.450
92 C 9.32 4.01 7.83  N91 1.449, H95 1.093, H96 1.093, H97 1.092
93 C 7.82 5.03 6.11  N91 1.450, H98 1.093, H99 1.093, H100 1.091
94 H 8.21 1.81 7.08  C89 1.102
95 H 8.94 4.68 8.61  C92 1.093
96 H 10.21 4.45 7.38  C92 1.093
97 H 9.59 3.05 8.27  C92 1.092
98 H 6.75 5.12 6.27  C93 1.093
99 H 8.01 4.90 5.04  C93 1.093
100 H 8.33 5.92 6.47  C93 1.091
101 C -4.98 -4.33 6.64  O102 1.221, N103 1.366, H106 1.101
102 O -4.61 -3.29 6.11  C101 1.221
103 N -5.71 -4.40 7.79  C101 1.366, C104 1.449, C105 1.450
104 C -6.11 -5.67 8.36  N103 1.449, H107 1.093, H108 1.093, H109 1.092
105 C -6.08 -3.18 8.47  N103 1.450, H110 1.093, H111 1.093, H112 1.091
106 H -4.75 -5.31 6.21  C101 1.101
107 H -7.21 -5.70 8.42  C104 1.093
108 H -5.69 -5.76 9.37  C104 1.093
109 H -5.77 -6.51 7.75  C104 1.092
110 H -6.68 -2.57 7.79  C105 1.093
111 H -5.18 -2.62 8.73  C105 1.093
112 H -6.66 -3.40 9.37  C105 1.091
113 C -4.11 3.69 -3.55  O114 1.223, N115 1.364, H118 1.101
114 O -4.52 2.78 -2.84  C113 1.223
115 N -3.82 4.95 -3.13  C113 1.364, C116 1.450, C117 1.450
116 C -3.34 5.98 -4.03  N115 1.450, H119 1.093, H120 1.094, H121 1.094
117 C -4.01 5.28 -1.73  N115 1.450, H122 1.093, H123 1.093, H124 1.091
118 H -3.94 3.55 -4.63  C113 1.101
119 H -2.36 6.32 -3.69  C116 1.093
120 H -4.04 6.82 -4.03  C116 1.094
121 H -3.25 5.59 -5.05  C116 1.094
122 H -3.38 4.63 -1.12  C117 1.093
123 H -5.05 5.12 -1.46  C117 1.093
124 H -3.74 6.32 -1.54  C117 1.091
125 C -3.77 4.16 -7.26  O126 1.221, N127 1.364, H130 1.102
126 O -2.78 4.43 -6.59  C125 1.221
127 N -3.78 3.97 -8.61  C125 1.364, C128 1.449, C129 1.450
128 C -5.00 3.66 -9.34  N127 1.449, H131 1.093, H132 1.093, H133 1.092
129 C -2.54 4.08 -9.35  N127 1.450, H134 1.093, H135 1.093, H136 1.091
130 H -4.77 4.06 -6.80  C125 1.102
131 H -4.87 2.69 -9.84  C128 1.093
132 H -5.18 4.44 -10.08  C128 1.093
133 H -5.85 3.61 -8.66  C128 1.092
134 H -1.82 3.35 -8.96  C129 1.093
135 H -2.12 5.08 -9.20  C129 1.093
136 H -2.70 3.90 -10.41  C129 1.091
137 C 4.54 -3.25 -1.86  O138 1.218, N139 1.367, H142 1.103
138 O 5.22 -2.46 -2.50  C137 1.218
139 N 4.31 -4.55 -2.21  C137 1.367, C140 1.449, C141 1.450
140 C 3.50 -5.43 -1.40  N139 1.449, H143 1.093, H144 1.094, H145 1.092
141 C 4.90 -5.06 -3.44  N139 1.450, H146 1.093, H147 1.093, H148 1.091
142 H 4.05 -2.96 -0.92  C137 1.103
143 H 4.10 -6.29 -1.09  C140 1.093
144 H 2.65 -5.78 -2.00  C140 1.094
145 H 3.12 -4.91 -0.51  C140 1.092
146 H 5.98 -4.97 -3.38  C141 1.093
147 H 4.54 -4.47 -4.28  C141 1.093
148 H 4.62 -6.11 -3.58  C141 1.091

LUMO energy: -2.012 eV
Net charge: +1
HOMO-LUMO gap: 8.309 eV
HOMO energy: -10.321 eV

No. 2
A cluster of 7 separate species, C42H91N3O7 in total. Source: OMol25; level of theory: the ωB97M-V functional and the def2-TZVPD basis.

Last columns: bonded neighbours and bond lengths (Å).
Atoms and positions in Å:
1 C 3.53 2.19 0.62  O2 1.403, H23 1.091, H24 1.092, H25 1.086
2 O 3.20 1.28 1.64  C1 1.403, C3 1.415
3 C 2.83 0.02 1.12  O2 1.415, C4 1.514, H26 1.094, H27 1.092
4 C 2.04 -0.70 2.20  C3 1.514, C5 1.541, H28 1.087, H29 1.085
5 C 1.51 -2.07 1.73  C4 1.541, C6 1.539, H30 1.087, H31 1.088
6 C 0.11 -2.36 2.28  C5 1.539, C7 1.546, H32 1.085, H33 1.086
7 C -0.72 -3.29 1.36  C6 1.546, C8 1.543, H34 1.086, H35 1.086
8 C -2.01 -2.59 0.87  C7 1.543, C9 1.544, H36 1.088, H37 1.085
9 C -3.13 -3.60 0.55  C8 1.544, C10 1.546, H38 1.085, H39 1.085
10 C -4.05 -3.85 1.76  C9 1.546, C11 1.534, H40 1.086, H41 1.088
11 C -5.55 -3.84 1.43  C10 1.534, C12 1.534, H42 1.087, H43 1.088
12 C -6.24 -2.51 1.72  C11 1.534, C13 1.546, H44 1.085, H45 1.084
13 C -5.54 -1.30 1.06  C12 1.546, C14 1.463, C16 1.552, H46 1.085
14 C -4.72 -0.60 2.05  C13 1.463, N15 1.168
15 N -4.03 0.01 2.77  C14 1.168
16 C -6.56 -0.28 0.48  C13 1.552, C17 1.464, N19 1.453, H47 1.092
17 C -5.85 0.50 -0.54  C16 1.464, N18 1.176
18 N -5.39 1.20 -1.37  C17 1.176
19 N -7.13 0.50 1.56  C16 1.453, C20 1.282
20 C -7.22 1.78 1.44  N19 1.282, C21 1.498, C22 1.496
21 C -8.04 2.49 0.41  C20 1.498, H48 1.083, H49 1.092, H50 1.084
22 C -6.53 2.67 2.43  C20 1.496, H51 1.093, H52 1.080, H53 1.085
23 H 2.78 2.25 -0.16  C1 1.091
24 H 4.51 2.00 0.18  C1 1.092
25 H 3.58 3.18 1.08  C1 1.086
26 H 3.74 -0.54 0.89  C3 1.094
27 H 2.22 0.13 0.22  C3 1.092
28 H 2.73 -0.87 3.02  C4 1.087
29 H 1.24 -0.05 2.55  C4 1.085
30 H 2.19 -2.82 2.12  C5 1.087
31 H 1.52 -2.13 0.64  C5 1.088
32 H -0.40 -1.41 2.40  C6 1.085
33 H 0.21 -2.81 3.26  C6 1.086
34 H -1.03 -4.18 1.91  C7 1.086
35 H -0.11 -3.55 0.50  C7 1.086
36 H -1.75 -2.01 -0.01  C8 1.088
37 H -2.34 -1.92 1.66  C8 1.085
38 H -3.68 -3.25 -0.32  C9 1.085
39 H -2.62 -4.53 0.30  C9 1.085
40 H -3.79 -4.82 2.18  C10 1.086
41 H -3.83 -3.13 2.55  C10 1.088
42 H -5.73 -4.18 0.41  C11 1.087
43 H -6.01 -4.57 2.09  C11 1.088
44 H -7.28 -2.57 1.44  C12 1.085
45 H -6.15 -2.37 2.79  C12 1.084
46 H -4.91 -1.64 0.25  C13 1.085
47 H -7.34 -0.90 0.04  C16 1.092
48 H -8.35 1.84 -0.39  C21 1.083
49 H -7.41 3.26 -0.05  C21 1.092
50 H -8.87 3.02 0.87  C21 1.084
51 H -7.23 3.42 2.80  C22 1.093
52 H -6.19 2.11 3.29  C22 1.080
53 H -5.71 3.20 1.94  C22 1.085
54 C -6.59 3.01 -3.84  C55 1.518, H59 1.091, H60 1.088, H61 1.092
55 C -7.85 2.18 -4.01  C54 1.518, O56 1.417, H62 1.092, H63 1.097
56 O -9.05 2.93 -4.05  C55 1.417, C57 1.415
57 C -9.15 3.87 -5.11  O56 1.415, C58 1.519, H64 1.096, H65 1.090
58 C -9.11 3.25 -6.49  C57 1.519, H66 1.091, H67 1.090, H68 1.091
59 H -6.69 3.66 -2.97  C54 1.091
60 H -5.73 2.36 -3.70  C54 1.088
61 H -6.40 3.65 -4.70  C54 1.092
62 H -7.95 1.51 -3.16  C55 1.092
63 H -7.77 1.54 -4.90  C55 1.097
64 H -8.39 4.65 -5.01  C57 1.096
65 H -10.12 4.36 -4.97  C57 1.090
66 H -8.13 2.81 -6.70  C58 1.091
67 H -9.31 4.00 -7.25  C58 1.090
68 H -9.85 2.45 -6.58  C58 1.091
69 C -1.97 -4.82 -4.68  C70 1.519, H74 1.091, H75 1.090, H76 1.091
70 C -3.08 -5.53 -3.93  C69 1.519, O71 1.415, H77 1.090, H78 1.096
71 O -3.84 -4.69 -3.07  C70 1.415, C72 1.415
72 C -4.53 -3.63 -3.71  O71 1.415, C73 1.520, H79 1.096, H80 1.092
73 C -5.56 -4.08 -4.72  C72 1.520, H81 1.091, H82 1.090, H83 1.091
74 H -1.34 -4.26 -3.98  C69 1.091
75 H -1.36 -5.53 -5.22  C69 1.090
76 H -2.37 -4.10 -5.40  C69 1.091
77 H -2.64 -6.29 -3.28  C70 1.090
78 H -3.74 -6.06 -4.62  C70 1.096
79 H -3.82 -2.93 -4.16  C72 1.096
80 H -5.02 -3.09 -2.90  C72 1.092
81 H -5.10 -4.56 -5.59  C73 1.091
82 H -6.13 -3.22 -5.08  C73 1.090
83 H -6.25 -4.80 -4.28  C73 1.091
84 C -8.28 -1.72 -2.58  C85 1.518, H89 1.092, H90 1.091, H91 1.092
85 C -8.64 -1.56 -4.05  C84 1.518, O86 1.414, H92 1.091, H93 1.096
86 O -9.13 -2.74 -4.64  C85 1.414, C87 1.415
87 C -10.33 -3.26 -4.10  O86 1.415, C88 1.519, H94 1.096, H95 1.090
88 C -11.52 -2.32 -4.21  C87 1.519, H96 1.091, H97 1.090, H98 1.091
89 H -7.60 -2.57 -2.45  C84 1.092
90 H -7.80 -0.82 -2.21  C84 1.091
91 H -9.16 -1.91 -1.97  C84 1.092
92 H -7.73 -1.29 -4.60  C85 1.091
93 H -9.35 -0.73 -4.20  C85 1.096
94 H -10.18 -3.57 -3.06  C87 1.096
95 H -10.54 -4.17 -4.67  C87 1.090
96 H -11.39 -1.43 -3.59  C88 1.091
97 H -12.43 -2.82 -3.88  C88 1.090
98 H -11.65 -1.99 -5.24  C88 1.091
99 C 10.42 1.87 -0.22  C100 1.520, H104 1.091, H105 1.091, H106 1.092
100 C 9.12 2.48 -0.72  C99 1.520, O101 1.413, H107 1.091, H108 1.096
101 O 7.96 1.86 -0.21  C100 1.413, C102 1.417
102 C 7.81 1.91 1.20  O101 1.417, C103 1.518, H109 1.096, H110 1.091
103 C 7.72 3.31 1.76  C102 1.518, H111 1.091, H112 1.090, H113 1.092
104 H 10.42 0.79 -0.39  C99 1.091
105 H 11.27 2.31 -0.73  C99 1.091
106 H 10.55 2.03 0.85  C99 1.092
107 H 9.06 2.37 -1.80  C100 1.091
108 H 9.10 3.56 -0.52  C100 1.096
109 H 8.62 1.34 1.69  C102 1.096
110 H 6.89 1.37 1.42  C102 1.091
111 H 8.66 3.85 1.64  C103 1.091
112 H 7.50 3.28 2.83  C103 1.090
113 H 6.94 3.88 1.26  C103 1.092
114 C 13.05 4.94 3.39  C115 1.520, H119 1.091, H120 1.090, H121 1.091
115 C 11.75 5.58 2.91  C114 1.520, O116 1.415, H122 1.091, H123 1.096
116 O 10.59 4.97 3.44  C115 1.415, C117 1.415
117 C 10.45 5.00 4.85  O116 1.415, C118 1.519, H124 1.096, H125 1.090
118 C 10.38 6.41 5.43  C117 1.519, H126 1.091, H127 1.090, H128 1.091
119 H 13.03 3.87 3.21  C114 1.091
120 H 13.90 5.38 2.86  C114 1.090
121 H 13.21 5.10 4.46  C114 1.091
122 H 11.67 5.47 1.83  C115 1.091
123 H 11.75 6.66 3.12  C115 1.096
124 H 11.26 4.43 5.33  C117 1.096
125 H 9.52 4.48 5.07  C117 1.090
126 H 11.32 6.94 5.30  C118 1.091
127 H 10.16 6.36 6.49  C118 1.090
128 H 9.60 6.99 4.93  C118 1.091
129 C 11.75 0.35 4.09  C130 1.520, H134 1.091, H135 1.091, H136 1.091
130 C 10.43 -0.40 4.23  C129 1.520, O131 1.414, H137 1.091, H138 1.096
131 O 10.04 -1.08 3.06  C130 1.414, C132 1.414
132 C 10.91 -2.10 2.60  O131 1.414, C133 1.519, H139 1.096, H140 1.090
133 C 11.11 -3.23 3.59  C132 1.519, H141 1.091, H142 1.090, H143 1.091
134 H 11.72 1.01 3.22  C129 1.091
135 H 11.94 0.94 4.99  C129 1.091
136 H 12.59 -0.34 3.97  C129 1.091
137 H 9.63 0.32 4.43  C130 1.091
138 H 10.46 -1.08 5.08  C130 1.096
139 H 11.87 -1.67 2.30  C132 1.096
140 H 10.45 -2.49 1.69  C132 1.090
141 H 11.64 -2.90 4.48  C133 1.091
142 H 11.70 -4.03 3.13  C133 1.090
143 H 10.15 -3.64 3.90  C133 1.091

SMILES string: COCCCCCCCCCC[C@H](C#N)[C@H](C#N)N=C(C)C.CCOCC.CCOCC.CCOCC.CCOCC.CCOCC.CCOCC
LUMO energy: 0.504 eV
Net charge: 0
HOMO-LUMO gap: 9.248 eV
HOMO energy: -8.744 eV